A structure of composition C19H15CoF5N3O4S2 in a non-equilibrium geometry, computed with ωB97M-V with the def2-TZVPD basis set.

Summary:
- ⟨S²⟩ = 3.763
- HOMO level (alpha / beta) (eV) = -4.8 / -5.1

Geometry as ORCA input:
```
! RIJCOSX wB97M-V def2-TZVPD def2/J DEFGRID3
* xyz -1 4
Co -0.174 1.076 -1.782
C 1.709 -0.101 5.662
C 1.958 0.238 4.249
C 2.686 1.393 3.866
C 2.901 1.741 2.533
C 2.482 0.844 1.533
C 1.788 -0.317 1.937
C 1.399 -0.526 3.266
S 2.947 1.024 -0.218
O 4.055 1.949 -0.247
O 3.037 -0.347 -0.598
N 1.703 1.695 -1.123
C 1.915 3.085 -1.247
C 0.628 3.779 -1.609
O 0.524 5.014 -1.717
O -0.384 2.955 -1.675
H 2.559 0.295 6.229
H 1.631 -1.177 5.846
H 0.845 0.394 6.013
H 3.076 2.055 4.641
H 3.414 2.656 2.289
H 1.544 -1.077 1.249
H 0.786 -1.413 3.516
H 2.688 3.408 -1.995
H 2.185 3.692 -0.328
C -3.508 -0.424 -0.558
C -3.335 0.580 -1.646
N -2.213 1.155 -2.049
C -2.641 2.217 -2.946
C -4.006 2.104 -3.098
N -4.425 1.089 -2.290
H -3.025 -1.356 -0.914
H -4.540 -0.633 -0.391
H -2.975 0.000 0.321
H -1.932 2.932 -3.319
H -4.697 2.722 -3.665
H -5.372 1.051 -1.906
F -1.312 -6.222 -0.986
C -0.966 -4.933 -1.194
C -0.569 -4.576 -2.493
F -0.651 -5.540 -3.454
C -0.089 -3.297 -2.778
F 0.120 -3.118 -4.074
C -0.030 -2.320 -1.788
S 0.665 -0.791 -2.135
C -0.407 -2.724 -0.506
F -0.168 -1.906 0.593
C -0.839 -3.998 -0.159
F -0.988 -4.347 1.147
*
```

***

The ion C3H7IN3 with charge +1 in a non-equilibrium geometry, computed with ωB97M-V with the def2-TZVPD basis set.

Summary:
- HOMO level (eV) = -13.9
- SMILES = C[N@H+]1N=CN[C@@H]1I

Geometry as ORCA input:
```
! RIJCOSX wB97M-V def2-TZVPD def2/J DEFGRID3
* xyz 1 1
C 0.997 1.466 -0.183
N 0.000 0.397 -0.611
N 0.698 -0.836 -1.110
C 0.237 -1.794 -0.381
N -0.565 -1.309 0.696
C -0.909 0.043 0.499
I -2.997 0.277 -0.022
H 1.506 1.021 0.696
H 1.703 1.608 -1.036
H 0.509 2.301 0.377
H -0.609 0.681 -1.487
H 0.706 -2.718 -0.474
H -0.568 -1.847 1.593
H -0.706 0.710 1.443
*
```

***

ΔE to the lowest compared entry with this formula, charge and spin (kcal/mol)
32.6 39.8
E_tot (eV)
-105492.312 -15786.565